1.
Below is a molecular structure, C22H49N2O2P3Tl, with properties calculated with ωB97M-V/def2-TZVPD.

Structure (ORCA input):
```
! wB97M-V def2-TZVPD RIJCOSX def2/J DEFGRID3
* xyz 3 1
Tl 0.97100 0.22375 -1.10792
P -0.82440 -1.61651 2.29386
P 0.43976 -2.80117 -1.54961
P -2.45377 -0.84064 0.90774
H -1.30435 3.98225 -1.63792
C -1.90763 4.33736 -0.79438
C -1.39105 4.36490 0.44583
H -0.35694 4.06311 0.64634
C 0.92251 -1.43123 1.91786
C -1.09460 -3.36516 2.64572
C -1.15477 -0.71818 3.83073
C 0.54501 -2.64839 -3.38423
C 2.07445 -3.57336 -1.20245
C -0.65146 -4.26758 -1.39497
C -2.60187 0.94706 1.14402
C -3.91742 -1.62323 1.64973
C -2.58943 -1.13944 -0.86027
H -2.94177 4.62873 -1.00914
H -1.96703 4.73919 1.30007
H 1.26085 -0.41276 2.15124
H 1.08842 -1.64208 0.84975
H 1.50409 -2.15426 2.50864
H -0.67375 -3.98611 1.84348
H -2.16357 -3.58593 2.75575
H -0.58104 -3.59683 3.58950
H -0.72108 0.29104 3.79155
H -0.69186 -1.27561 4.65579
H -2.23423 -0.63993 4.01843
H 0.93406 -3.59871 -3.77777
H 1.24446 -1.85257 -3.68823
H -0.43689 -2.47034 -3.84967
H 2.13941 -4.53341 -1.73204
H 2.19181 -3.75295 -0.12394
H 2.89149 -2.91678 -1.53325
H -0.14315 -5.16480 -1.77448
H -1.57788 -4.11100 -1.96281
H -0.91597 -4.43084 -0.34160
H -3.58286 1.26723 0.76468
H -1.81874 1.49110 0.59812
H -2.53051 1.19608 2.21137
H -4.80706 -1.27566 1.10881
H -4.01760 -1.35415 2.70952
H -3.85864 -2.71651 1.56023
H -3.56065 -0.74513 -1.19276
H -2.55114 -2.21712 -1.06187
H -1.80913 -0.62499 -1.43735
C -1.14225 0.89372 -4.12189
C -0.87833 0.26354 -5.34006
C -1.89567 0.28000 -6.28641
C -3.08332 0.98099 -6.04963
C -3.22546 1.75279 -4.88868
C -2.22412 1.75402 -3.92529
O -0.45550 0.48513 -2.98173
H 0.10673 -0.33834 -3.15321
H 0.07901 -0.24271 -5.51269
H -1.76163 -0.26156 -7.23341
H -3.89268 0.92780 -6.77699
H -4.12222 2.34864 -4.74162
H -2.27241 2.35367 -3.01468
C 1.40273 3.22592 3.13258
N 2.73193 2.69392 2.94375
C 3.81226 3.38761 3.62297
C 2.91569 1.95695 1.80093
O 1.98460 1.83999 0.96957
N 4.13763 1.34197 1.62982
C 4.92908 0.87242 2.75694
C 4.35264 0.64005 0.37776
H 1.13331 3.95044 2.35206
H 1.37813 3.71714 4.10832
H 0.66734 2.41322 3.10944
H 4.13917 2.83654 4.51645
H 4.66977 3.53948 2.95518
H 3.43509 4.36414 3.94750
H 5.44823 -0.04376 2.45458
H 5.70118 1.59829 3.04675
H 4.30389 0.63995 3.63074
H 3.86017 -0.34960 0.38294
H 3.95848 1.24685 -0.44668
H 5.43147 0.48237 0.25257
*
```

Calculated values
**Energy relative to the best compared isomer or geometry (same formula, charge and spin)**: 0.000 eV
**Kohn-Sham gap**: 6.3 eV
**Energy**: -63217.8800 eV
**LUMO**: -9.27 eV

***

2.
Below is a molecular structure, C22H49N2OP3SSc, with properties calculated with ωB97M-V/def2-TZVPD.

Structure (ORCA input):
```
! wB97M-V def2-TZVPD RIJCOSX def2/J DEFGRID3
* xyz 3 1
Sc -0.36150 -0.06754 0.07073
P 0.39422 -2.47988 0.16778
P 2.24293 0.27832 -1.67133
P -2.39830 -0.34172 1.69654
H 0.61566 2.29299 -3.86801
C 0.04074 1.70977 -3.13176
C -0.31342 2.27201 -1.97024
H 0.44505 2.70028 -1.27466
C -0.22642 -3.53013 -1.19406
C 2.12490 -3.06336 0.29116
C -0.29205 -3.38625 1.60121
C 3.14038 1.66693 -2.52569
C 3.71791 -0.17230 -0.65521
C 2.34682 -1.02471 -2.97165
C -3.54893 1.04037 1.89071
C -1.62706 -0.38826 3.34099
C -3.58820 -1.71549 1.75120
H -0.31696 0.70340 -3.47485
H -1.36968 2.47454 -1.77617
H 0.06473 -4.56877 -0.98609
H 0.20215 -3.21399 -2.15218
H -1.31712 -3.45574 -1.26967
H 2.11298 -4.15597 0.41172
H 2.61942 -2.62286 1.16653
H 2.70486 -2.80423 -0.60222
H 0.06436 -4.42247 1.54241
H -1.38723 -3.36812 1.59108
H 0.05378 -2.95772 2.54790
H 3.95410 1.24585 -3.13707
H 3.57350 2.33956 -1.77068
H 2.46267 2.24352 -3.16684
H 4.47530 -0.64528 -1.30245
H 3.44623 -0.87124 0.14407
H 4.14945 0.73623 -0.20756
H 3.22976 -0.83888 -3.59733
H 1.44507 -0.97400 -3.59297
H 2.41212 -2.02367 -2.52371
H -4.53445 0.65472 2.19556
H -3.64232 1.54746 0.92213
H -3.18541 1.73968 2.65495
H -2.30763 -0.40550 4.19875
H -1.01453 0.52980 3.39784
H -1.00477 -1.29231 3.36653
H -4.59229 -1.30457 1.97132
H -3.33141 -2.47591 2.50395
H -3.64276 -2.19896 0.76271
C -3.73855 -0.12748 -2.39567
C -4.63275 -1.03387 -3.02162
C -5.55305 -0.61417 -3.98757
C -5.66090 0.75144 -4.31680
C -4.85062 1.66416 -3.62921
C -3.90611 1.23573 -2.66918
S -2.41228 -0.81906 -1.39778
H -1.41256 0.28094 -1.40428
H -4.57567 -2.10044 -2.76034
H -6.18032 -1.34346 -4.51441
H -6.35329 1.08350 -5.11011
H -4.94725 2.73036 -3.86331
H -3.29873 1.97137 -2.14036
C 1.56388 -0.67343 3.42261
N 2.31482 0.49773 2.99968
C 3.73092 0.44510 3.34395
C 1.80989 1.30665 2.04556
O 0.84823 0.88012 1.27597
N 2.26367 2.54929 1.86731
C 3.22876 3.18993 2.75338
C 1.80148 3.40161 0.76347
H 2.07584 -1.11354 4.29217
H 1.50046 -1.41190 2.60736
H 0.58129 -0.34896 3.73928
H 4.39060 0.62843 2.48459
H 3.96615 1.11249 4.17963
H 3.90910 -0.57820 3.68577
H 4.25930 3.01348 2.40752
H 3.02804 4.26688 2.71858
H 3.09506 2.84333 3.77885
H 2.17508 3.01617 -0.20635
H 0.70321 3.49199 0.74402
H 2.23963 4.39820 0.94197
*
```

Calculated values
**Energy relative to the best compared isomer or geometry (same formula, charge and spin)**: 2.965 eV
**Kohn-Sham gap**: 6.5 eV
**Energy**: -88012.2377 eV
**LUMO**: -10.03 eV

***

3.
Below is a molecular structure, C22H49N2P3S2Ti, with properties calculated with ωB97M-V/def2-TZVPD.

Structure (ORCA input):
```
! wB97M-V def2-TZVPD RIJCOSX def2/J DEFGRID3
* xyz 3 2
Ti 0.52965 -0.03257 -0.78118
P -0.70407 1.95909 0.30754
P -2.72071 -1.06911 -1.13081
P 2.57065 1.03770 -0.36067
H 1.22822 -1.61374 -6.61451
C 1.98193 -1.54332 -5.83086
C 2.06034 -2.45355 -4.85565
H 1.30818 -3.25474 -4.87556
C -0.94850 3.36237 -0.85850
C -2.31056 1.88119 1.24983
C 0.23650 2.78611 1.66690
C -3.61720 -2.35918 -2.01216
C -3.29491 -1.29298 0.58462
C -3.03970 0.57670 -1.82424
C 3.85179 0.17362 -1.29465
C 3.18303 0.99662 1.34897
C 2.74034 2.78114 -0.81855
H 2.73075 -0.77744 -5.92693
H 2.85407 -2.54186 -4.10013
H -1.37919 4.22504 -0.32775
H -1.61738 3.07162 -1.67994
H 0.01703 3.65655 -1.29482
H -2.46137 2.82744 1.79699
H -2.30124 1.05544 1.97996
H -3.18706 1.73310 0.61017
H -0.40016 3.56148 2.12258
H 1.14514 3.26878 1.29576
H 0.50381 2.05169 2.43939
H -4.66228 -2.41208 -1.67111
H -3.11235 -3.31199 -1.80348
H -3.56376 -2.16062 -3.08847
H -3.80642 -0.39293 0.95144
H -2.43566 -1.52346 1.23431
H -4.00113 -2.13451 0.63196
H -4.08401 0.69324 -2.16299
H -2.37868 0.76964 -2.67976
H -2.85066 1.39727 -1.11565
H 4.77089 0.77180 -1.27125
H 3.53616 0.01189 -2.33103
H 4.03529 -0.81123 -0.85222
H 4.17334 1.46807 1.37497
H 3.25271 -0.03706 1.70104
H 2.51830 1.53279 2.03236
H 3.80211 2.99014 -0.98882
H 2.36505 3.45907 -0.04895
H 2.18124 2.98590 -1.73629
C 0.14892 -1.52135 -3.20331
C 0.31639 -0.12736 -3.45503
C -0.64614 0.45100 -4.33299
C -1.41186 -0.34300 -5.19066
C -1.42374 -1.73674 -5.04001
C -0.69176 -2.31730 -4.02413
S 1.06690 -2.26385 -1.95713
H -1.34488 -1.57154 -1.17688
H 1.33046 0.29527 -3.29955
H -0.72099 1.54370 -4.33116
H -1.98079 0.08764 -6.01793
H -1.98893 -2.35029 -5.74272
H -0.58648 -3.39771 -3.95087
C 1.47126 1.17329 5.30504
C 0.04098 0.73928 5.06894
N -0.22029 0.27152 3.66401
C 0.46213 -0.68943 3.02794
S 0.27078 -1.05384 1.28055
N 1.24392 -1.53840 3.73938
C 0.91101 -2.06297 5.10667
C -0.50879 -2.57730 5.23281
H 2.15537 0.33744 5.14819
H 1.64092 1.55886 6.31888
H 1.74435 1.98441 4.62136
H -0.27960 -0.04049 5.76377
H -0.66759 1.55571 5.23336
H -0.89687 0.78819 3.10353
H 1.77095 -2.17310 3.15149
H 1.62313 -2.88536 5.29712
H 1.13332 -1.26909 5.82635
H -0.75371 -3.26829 4.42078
H -0.62639 -3.15769 6.15392
H -1.28153 -1.80437 5.26639
*
```

Calculated values
**Energy relative to the best compared isomer or geometry (same formula, charge and spin)**: 0.609 eV
**Kohn-Sham gap (alpha / beta)**: 6.0 / 6.4 eV
**Energy**: -99215.5416 eV
**LUMO (alpha / beta)**: -9.97 / -9.61 eV

***

4.
Below is a molecular structure, C22H49N2P3S2V, with properties calculated with ωB97M-V/def2-TZVPD.

Structure (ORCA input):
```
! wB97M-V def2-TZVPD RIJCOSX def2/J DEFGRID3
* xyz 3 3
V -1.39160 0.57112 -0.03728
P -0.73079 -1.65322 -0.27992
P 3.32631 0.29822 -2.76020
P -3.29658 0.53877 1.07805
H -1.97266 1.75000 -2.25713
C -2.39776 1.97136 -1.27182
C -1.63061 2.70880 -0.29382
H -0.96203 3.53932 -0.60150
C -1.44995 -2.70148 -1.57133
C 0.99207 -2.28820 -0.24135
C -1.28735 -2.61902 1.16943
C 4.56041 0.88360 -3.89723
C 3.90921 -0.14072 -1.12206
C 2.16475 -0.90849 -3.38509
C -4.41180 1.93514 1.31251
C -3.01459 -0.10894 2.77609
C -4.28051 -0.79585 0.32890
H -3.48680 1.96263 -1.27236
H -1.86670 2.91556 0.77854
H -1.18268 -3.73632 -1.29796
H -1.03480 -2.45471 -2.55443
H -2.54337 -2.60174 -1.60665
H 1.01735 -3.14118 0.44627
H 1.73462 -1.56504 0.10478
H 1.29057 -2.67461 -1.21838
H -0.90302 -3.63311 0.98940
H -2.36957 -2.68810 1.27218
H -0.83569 -2.24444 2.08976
H 5.51273 0.42393 -3.59885
H 4.62190 1.98635 -3.82421
H 4.28173 0.60357 -4.92424
H 3.88929 -1.23953 -1.03943
H 3.24910 0.33217 -0.37750
H 4.93122 0.24653 -1.02673
H 2.61640 -1.49119 -4.20787
H 1.23067 -0.47332 -3.75755
H 1.88423 -1.60337 -2.58164
H -5.34417 1.59484 1.77504
H -4.63789 2.50379 0.40268
H -3.93871 2.64788 1.99661
H -3.97409 -0.06673 3.30641
H -2.26468 0.47621 3.31771
H -2.66447 -1.14798 2.73942
H -5.33580 -0.52469 0.44700
H -4.07657 -1.75609 0.81791
H -4.06154 -0.91039 -0.73903
C 0.28578 1.78800 -3.65924
C -0.77284 0.86974 -3.95432
C -1.08818 0.59335 -5.28678
C -0.41326 1.19114 -6.34066
C 0.54539 2.16386 -6.04562
C 0.84342 2.53592 -4.72916
S 1.06464 1.87823 -2.12435
H 2.75802 1.67319 -2.56883
H -1.32858 0.30138 -3.19203
H -1.87366 -0.12476 -5.51927
H -0.66843 0.97670 -7.38574
H 1.12226 2.59891 -6.84943
H 1.51189 3.34167 -4.50064
C 3.06809 0.80498 4.72923
C 1.60242 1.06795 5.08862
N 0.67404 1.09061 3.92750
C 0.72602 0.20168 2.91948
S 0.41801 0.91325 1.33405
N 1.15289 -1.06315 3.10276
C 1.01341 -1.78328 4.40183
C -0.32461 -1.60895 5.09131
H 3.24130 -0.22814 4.38612
H 3.67413 0.95795 5.63469
H 3.44613 1.49155 3.95157
H 1.17877 0.30263 5.75068
H 1.47774 2.04714 5.57307
H 0.32933 2.01175 3.64019
H 1.34815 -1.60686 2.25714
H 1.17154 -2.84168 4.16878
H 1.87757 -1.50557 5.00999
H -1.09302 -2.13066 4.49728
H -0.24503 -2.08443 6.08195
H -0.58913 -0.54540 5.20669
*
```

Calculated values
**Energy relative to the best compared isomer or geometry (same formula, charge and spin)**: 0.609 eV
**Kohn-Sham gap (alpha / beta)**: 7.0 / 6.5 eV
**Energy**: -101785.4035 eV
**LUMO (alpha / beta)**: -8.87 / -9.97 eV